This record from the Open Molecules 2025 dataset describes a molecular structure, C9H7Cl2NO3TlTm at a distorted geometry. The level of theory is the ωB97M-V functional and the def2-TZVPD basis.

Structure (ORCA input):
```
! RIJCOSX wB97M-V def2-TZVPD def2/J DEFGRID3
* xyz 4 3
Tm 0.08 0.69 -4.01
Tl 0.88 0.98 -1.25
Cl -0.54 -0.81 -2.31
Cl -0.49 2.74 -2.91
C 1.79 2.55 -0.55
C 0.73 -0.98 -5.30
C 0.82 1.83 -5.75
O 2.42 3.53 -0.09
O 1.04 -1.92 -5.90
O 1.18 2.52 -6.61
C -1.10 -1.59 4.23
C -0.72 -1.00 2.88
C 0.62 -0.97 2.49
C 0.97 -0.43 1.34
N 0.01 0.10 0.56
C -1.27 0.09 0.88
C -1.63 -0.45 2.02
H -0.79 -2.64 4.27
H -0.58 -1.05 5.02
H -2.16 -1.53 4.39
H 1.41 -1.40 3.16
H 2.05 -0.37 0.99
H -2.00 0.57 0.14
H -2.73 -0.45 2.31
*
```

Its maximum force is 0.3614 Eh/bohr. For the LUMO energy (spin up / spin down), the calculation gives -19.1079 / -19.0801 eV. As for the HOMO energy (spin up / spin down): -22.8 / -22.8 eV. The HOMO-LUMO gap (spin up / spin down) comes out at 3.7 / 3.8 eV.

Atom charges from the Mulliken analysis, given in e for atoms 1 to 4: atom 1 (Tm): 1.501, atom 2 (Tl): 1.298, atom 3 (Cl): -0.199, atom 4 (Cl): -0.196